Density functional theory data (ωB97M-V/def2-TZVPD) for 2 unconnected molecules or ions with the total composition C6H9FN2O4P in a non-equilibrium geometry.

The geometry in XYZ format:
```
23
Properties=species:S:1:pos:R:3
P -3.59 1.70 -1.54
F 2.46 -2.17 2.46
O 2.63 1.22 2.10
O -3.51 2.59 -0.21
O 2.01 -0.60 0.92
O 1.61 1.48 0.07
N -0.74 0.65 -1.38
N -2.66 -1.12 -1.64
C -0.11 -0.73 -1.47
C -2.22 0.32 -1.52
C 2.87 0.09 2.91
C 2.04 0.76 0.95
C 2.91 -1.02 1.91
C -1.33 -1.86 -1.63
H -1.18 -3.01 -1.71
H 1.04 -0.96 -1.43
H 3.82 0.19 3.46
H -3.62 -1.52 -1.72
H 3.90 -1.19 1.47
H -4.89 1.09 -1.67
H 2.06 -0.02 3.63
H -0.24 1.57 -1.27
H -3.25 2.55 -2.68
```

Values from the calculation:
LUMO energy = -4.811 eV
total charge = +1
HOMO energy = -0.4898 Ha